C83H79F4N2O11 | ωB97M-V with the def2-TZVPD basis set

Properties
HOMO-LUMO gap = 0.289 Ha
E_LUMO = -2.74 eV
charge = +1
HOMO energy = -10.61 eV

CARTESIAN COORDINATES (ANGSTROEM)
C 6.273 3.116 1.793
C 5.339 2.445 2.470
C 4.327 1.531 1.835
C 3.965 0.342 2.747
N 4.400 -1.066 2.363
C 5.558 -1.217 1.447
C 6.818 -0.649 2.089
N 7.482 -1.295 2.953
C 3.209 -2.063 2.240
C 3.332 -2.949 3.489
C 2.306 -4.056 3.671
O 1.915 -4.792 2.800
C 3.249 -2.876 0.943
C 4.117 -4.137 0.850
O 3.347 -5.180 0.300
C 3.632 -6.448 0.850
C 2.594 -7.445 0.380
C 2.042 -1.024 2.281
C 1.986 -0.331 0.883
C 1.001 -0.827 -0.184
C 1.599 -0.578 -1.573
F -0.171 -0.088 -0.124
C 0.670 -1.568 2.676
F 0.622 -1.880 4.000
F -0.290 -0.643 2.431
F 0.337 -2.688 1.998
C 2.496 0.124 3.243
O 2.669 -0.339 4.596
C 1.631 1.393 3.318
C 0.579 1.423 4.437
C -0.454 2.527 4.122
C -1.691 1.989 3.411
C -2.490 0.982 4.226
C -3.891 0.734 3.669
C -3.912 0.249 2.206
C -4.393 -1.210 2.028
H 6.866 3.867 2.291
H 6.469 2.916 0.748
H 5.278 2.572 3.545
H 4.640 1.250 0.831
H 3.431 2.136 1.708
H 4.559 0.513 3.637
H 4.809 -1.371 3.246
H 5.767 -2.266 1.253
H 5.348 -0.760 0.484
H 7.166 0.331 1.782
H 7.076 -2.217 3.132
H 4.306 -3.444 3.509
H 3.308 -2.351 4.397
H 1.935 -4.208 4.696
H 2.231 -3.204 0.759
H 3.499 -2.252 0.090
H 4.937 -3.952 0.147
H 4.580 -4.480 1.776
H 4.636 -6.793 0.580
H 3.600 -6.427 1.943
H 2.918 -8.462 0.566
H 1.694 -7.294 0.974
H 2.329 -7.276 -0.659
H 2.968 -0.342 0.424
H 1.759 0.724 0.980
H 0.765 -1.885 -0.133
H 1.710 0.500 -1.678
H 2.544 -1.093 -1.701
H 0.880 -0.909 -2.315
H 3.018 0.381 5.124
H 2.309 2.225 3.524
H 1.120 1.647 2.394
H 0.042 0.490 4.525
H 1.048 1.684 5.381
H -0.754 3.022 5.043
H -0.001 3.285 3.482
H -2.357 2.825 3.194
H -1.416 1.572 2.443
H -2.601 1.352 5.247
H -2.007 0.005 4.288
H -4.508 1.626 3.773
H -4.387 -0.029 4.267
H -2.913 0.301 1.780
H -4.540 0.886 1.589
H -3.544 -1.852 1.795
H -4.836 -1.615 2.932
H -5.081 -1.283 1.193
C -3.674 1.719 -4.433
C -3.469 1.363 -3.103
C -4.473 1.554 -2.170
C -5.685 2.110 -2.559
C -5.884 2.483 -3.889
C -4.878 2.278 -4.825
C -7.159 3.120 -4.321
O -7.329 3.443 -5.478
C -8.208 3.363 -3.294
C -9.382 4.006 -3.663
C -10.372 4.231 -2.722
C -10.197 3.806 -1.410
C -9.028 3.168 -1.035
C -8.026 2.951 -1.971
C -6.761 2.293 -1.543
O -6.602 1.919 -0.400
H -2.891 1.562 -5.162
H -2.524 0.936 -2.797
H -4.322 1.276 -1.136
H -5.042 2.561 -5.855
H -9.515 4.331 -4.686
H -11.283 4.738 -3.011
H -10.975 3.978 -0.678
H -8.885 2.840 -0.015
C 3.160 -1.873 -4.503
C 4.372 -1.442 -3.971
C 5.051 -0.385 -4.551
C 4.525 0.241 -5.674
C 3.321 -0.204 -6.220
C 2.637 -1.258 -5.626
C 2.759 0.427 -7.451
O 1.709 0.041 -7.915
C 3.528 1.532 -8.084
C 3.052 2.099 -9.259
C 3.747 3.137 -9.856
C 4.917 3.619 -9.278
C 5.399 3.055 -8.109
C 4.712 2.006 -7.512
C 5.261 1.392 -6.273
O 6.278 1.808 -5.759
H 2.629 -2.696 -4.042
H 4.787 -1.936 -3.100
H 5.992 -0.042 -4.142
H 1.699 -1.590 -6.048
H 2.140 1.724 -9.703
H 3.378 3.575 -10.773
H 5.455 4.434 -9.744
H 6.310 3.423 -7.658
C -5.766 6.844 -7.360
C -6.648 6.231 -6.476
C -6.834 6.755 -5.208
C -6.132 7.886 -4.813
C -5.232 8.490 -5.694
C -5.059 7.970 -6.971
C -4.437 9.679 -5.280
O -3.658 10.209 -6.044
C -4.620 10.198 -3.894
C -3.853 11.275 -3.468
C -4.019 11.777 -2.189
C -4.957 11.211 -1.331
C -5.720 10.135 -1.749
C -5.550 9.619 -3.028
C -6.360 8.441 -3.450
O -7.177 7.947 -2.702
H -5.626 6.438 -8.353
H -7.190 5.347 -6.774
H -7.523 6.286 -4.518
H -4.369 8.448 -7.652
H -3.130 11.713 -4.140
H -3.419 12.614 -1.858
H -5.089 11.611 -0.335
H -6.448 9.688 -1.087
C 0.399 -6.141 5.782
C 0.119 -6.197 7.144
C 0.565 -7.273 7.894
C 1.285 -8.294 7.285
C 1.549 -8.241 5.916
C 1.108 -7.157 5.168
C 2.287 -9.340 5.231
O 2.526 -9.279 4.042
C 2.718 -10.508 6.046
C 3.360 -11.570 5.423
C 3.778 -12.658 6.169
C 3.565 -12.687 7.543
C 2.922 -11.634 8.170
C 2.489 -10.545 7.425
C 1.774 -9.435 8.114
O 1.589 -9.453 9.311
H 0.051 -5.301 5.193
H -0.444 -5.404 7.617
H 0.356 -7.326 8.954
H 1.319 -7.116 4.108
H 3.526 -11.542 4.355
H 4.273 -13.487 5.681
H 3.898 -13.537 8.124
H 2.750 -11.653 9.237

Mulliken atomic charge list, values in e, 2 entries: -0.983 -0.475